(1)
ORCA calculation (ωB97M-V/def2-TZVPD) on C20H28F15Ni2O13 as an isolated structure at a distorted geometry.

Calculated values
spin multiplicity = 6
electronic energy = -6270.9364 Eh
largest force on an atom = 5.36 eV/Å
charge = +2
energy relative to the best compared isomer or geometry (same formula, charge and spin) = 0.0 kJ/mol
LUMO level (spin up / spin down) = -6.69 / -11.27 eV
HOMO level (spin up / spin down) = -15.91 / -15.91 eV
orbital gap (spin up / spin down) = 9.2194 / 4.6386 eV

Structure (XYZ):
```
78
C20H28F15Ni2O13 ωB97M-V/def2-TZVPD
Ni 2.3002 -0.8688 -0.2843
Ni 1.0310 0.8998 -1.8929
O 1.4555 -1.2006 -2.0567
H 1.3228 -1.6340 -2.9222
O 0.6286 0.3079 0.0949
H -0.1144 0.8003 0.4948
O 2.9452 0.9019 -1.1815
H 3.4664 1.6933 -1.4196
C -2.1018 0.5434 3.4603
C -2.1441 -0.4774 2.3878
O -2.4315 -1.7650 2.9030
C -1.4560 -2.6821 3.2275
O -0.2411 -2.4039 3.3809
C -2.0083 -4.0940 3.6184
F -1.3019 -4.5901 4.6368
F -3.3293 -4.1557 3.8520
F -1.7296 -4.9316 2.6204
H -2.3392 1.5299 3.0622
H -1.1644 0.5858 4.0149
H -2.8149 0.4706 4.2816
H -1.1963 -0.5318 1.8523
H -3.0165 -0.2366 1.7802
C -1.3516 -2.8921 -0.4243
C -0.3350 -3.9508 -0.8652
O 0.3589 -4.4841 0.2558
C 1.4800 -3.8411 0.8105
O 1.7558 -2.6306 0.7290
C 2.3657 -4.7496 1.7912
F 1.6712 -5.8572 2.1150
F 3.6133 -5.0333 1.2692
F 2.6038 -4.0084 2.8747
H -1.9266 -2.5970 -1.3020
H -0.9714 -1.9161 -0.1227
H -2.0339 -3.1745 0.3774
H 0.3796 -3.5505 -1.5843
H -0.9108 -4.7886 -1.2585
C -2.0437 -2.3452 -5.6335
C -1.4842 -1.3906 -4.5680
O -2.5521 -0.8674 -3.7797
C -2.2721 -0.1589 -2.5902
O -1.1773 0.1638 -2.1742
C -3.5883 0.4605 -1.9830
F -3.4417 0.4625 -0.6691
F -3.6599 1.7513 -2.4028
F -4.7056 -0.2504 -2.2438
H -2.1831 -3.3121 -5.1501
H -1.1975 -2.5207 -6.2979
H -2.9811 -2.0543 -6.1076
H -1.0557 -0.5248 -5.0728
H -0.6336 -1.8935 -4.1079
C 3.5787 4.1047 1.8564
C 3.6778 2.6171 1.5372
O 3.2907 1.8794 2.7017
C 2.9859 0.5318 2.7176
O 3.0125 -0.2276 1.7632
C 2.6799 -0.0239 4.1264
F 3.2429 0.7711 5.0959
F 1.3500 0.1148 4.2351
F 3.0156 -1.3399 4.3001
H 3.6759 4.6525 0.9191
H 4.3975 4.4059 2.5098
H 2.5878 4.4501 2.1514
H 4.6466 2.2752 1.1731
H 2.9409 2.3891 0.7671
C 0.6465 5.2016 -3.4840
C -0.8011 4.6589 -3.0404
O -1.0205 4.6307 -1.6220
C -0.4395 3.6941 -0.7730
O 0.4904 2.9650 -1.1170
C -0.9321 3.7684 0.6502
F -1.5215 4.9126 0.9606
F -1.7909 2.8055 0.8387
F 0.0122 3.6114 1.6400
H 1.4154 4.5582 -3.0563
H 0.9655 6.1523 -3.0567
H 0.7136 5.2517 -4.5708
H -0.8503 3.6425 -3.4311
H -1.4538 5.3389 -3.5878
```

Partial atomic charges computed with the Mulliken method, in multiples of e: Ni 0.964; Ni 0.813; O -0.757; H 0.165; O 1.836; H -0.535; O -0.776; H 0.212; C -1.358; C 0.568; O -0.295; C 0.391; O -0.523; C 0.774; F -0.219; F -0.224; F -0.207; H 0.355; H 0.187; H 0.415; H -0.228; H 0.263; C -0.301; C -0.527; O -0.210; C 0.115; O -0.122; C 0.726; F -0.183; F -0.230; F -0.151; H 0.405; H -0.275; H 0.287; H 0.202; H 0.402; C -1.334; C 0.182; O -0.275; C 0.048; O 0.006; C 0.820; F -0.187; F -0.222; F -0.216; H 0.332; H 0.391; H 0.371; H 0.305; H -0.004; C -1.421; C 0.827; O -0.187; C 0.104; O -0.481; C 0.870; F -0.231; F -0.232; F -0.203; H 0.444; H 0.389; H 0.283; H 0.409; H -0.668; C -1.037; C -0.002; O -0.271; C 0.272; O -0.414; C 0.717; F -0.224; F -0.244; F -0.217; H 0.161; H 0.350; H 0.386; H 0.024; H 0.417

***

(2)
ORCA calculation (ωB97M-V/def2-TZVPD) on C20H28HoN2Si as an isolated structure at a distorted geometry.

Calculated values
spin multiplicity = 5
electronic energy = -2125.5396 Eh
largest force on an atom = 4.76 eV/Å
charge = +1
LUMO level (spin up / spin down) = -2.92 / -3.09 eV
HOMO level (spin up / spin down) = -6.77 / -9.83 eV
orbital gap (spin up / spin down) = 3.8471 / 6.7389 eV

Structure (XYZ):
```
52
C20H28HoN2Si ωB97M-V/def2-TZVPD
C 0.8052 1.7522 4.0113
C 1.2353 2.1274 2.6997
C 0.0801 2.5376 1.9598
H 2.2674 2.1773 2.3609
C -1.0643 2.4079 2.8121
C -0.6227 1.9065 4.0759
H -1.2169 1.8479 4.9870
H 1.4520 1.5824 4.8682
H 0.0832 2.9733 0.9597
H -2.0804 2.7308 2.5775
Ho -0.1623 0.1437 2.4558
C -0.3503 -0.8899 -0.2080
H -1.1812 -0.3934 -0.7916
H -0.8811 -1.5659 0.4839
H 0.1320 0.0217 0.2471
Si -0.3921 -1.1416 -2.2961
C 1.2898 -1.0540 -3.0656
C 2.0707 0.1167 -3.0656
H 1.6923 1.0276 -2.5939
C 3.3330 0.1335 -3.6780
H 3.9302 1.0457 -3.6621
C 3.8221 -1.0026 -4.3280
H 4.8024 -0.9845 -4.8069
C 3.0289 -2.1517 -4.3865
H 3.3871 -3.0269 -4.9295
C 1.7750 -2.1792 -3.7661
H 1.1552 -3.0780 -3.8312
C -1.5186 0.1019 -3.0603
C -1.1663 0.6573 -4.2965
H -0.2847 0.2914 -4.8229
C -1.9255 1.6912 -4.8546
H -1.6546 2.0909 -5.8266
C -3.0338 2.2057 -4.1819
H -3.6147 3.0294 -4.6037
C -3.4221 1.6290 -2.9635
H -4.3068 2.0013 -2.4406
C -2.6939 0.5645 -2.4214
H -3.0317 0.1019 -1.4869
H 0.4822 -1.4899 -0.6328
H -0.9986 -2.5031 -2.2647
N -1.5416 -0.9322 4.0283
C -0.7410 -1.4402 5.2178
C 0.5695 -2.0365 4.7500
N 1.2830 -1.0879 3.8124
H -2.0340 -1.7035 3.5644
H -2.2956 -0.2880 4.3115
H -0.5851 -0.5948 5.8992
H -1.3432 -2.1890 5.7496
H 1.2161 -2.2443 5.6109
H 0.4180 -2.9799 4.2143
H 2.0116 -1.5564 3.2660
H 1.8209 -0.3833 4.3420
```

Partial atomic charges computed with the Mulliken method, in multiples of e: C -0.719; C -0.588; C -0.671; H 0.451; C -0.625; C -0.561; H 0.600; H 0.797; H 0.573; H 0.472; Ho 0.608; C -0.616; H 0.325; H 0.260; H 0.140; Si -0.032; C 0.171; C 0.082; H 0.391; C -0.660; H 0.371; C -0.411; H 0.382; C -0.518; H 0.380; C -0.399; H 0.293; C 0.796; C -0.390; H 0.353; C -0.557; H 0.384; C -0.487; H 0.371; C -0.647; H 0.370; C -0.580; H 0.378; H 0.234; H -0.178; N -0.523; C -0.490; C -0.640; N -0.462; H 0.311; H 0.287; H 0.288; H 0.426; H 0.361; H 0.328; H 0.312; H 0.263

***

(3)
ORCA calculation (ωB97M-V/def2-TZVPD) on one molecule with the formula C20H28N2O4 at a distorted geometry.

Calculated values
electronic energy = -1189.3120 Eh
largest force on an atom = 1.31 eV/Å
energy relative to the best compared isomer or geometry (same formula, charge and spin) = 439.8 kJ/mol
structure (SMILES) = CCOc1cc(C(=O)N/N=C/[C@@H]2CC=CCC2)cc(OCC)c1OCC
LUMO level = 0.70 eV
HOMO level = -8.35 eV
orbital gap = 9.0551 eV

Structure (XYZ):
```
54
C20H28N2O4 ωB97M-V/def2-TZVPD
C -5.3305 -2.4947 -1.0882
C -5.1514 -1.8961 0.3034
O -4.4270 -0.6821 0.2882
C -3.0858 -0.7034 0.0867
C -2.2964 -1.8392 0.0405
C -0.9119 -1.7488 -0.1198
C -0.1898 -3.0421 -0.1400
O -0.7735 -4.1129 -0.1107
N 1.1804 -3.0821 -0.1861
N 2.0385 -2.0527 -0.2145
C 3.2838 -2.2679 -0.2398
C 4.2650 -1.1445 -0.2484
C 5.0515 -1.1431 1.0724
C 5.9117 0.0777 1.1877
C 5.7497 1.1596 0.4455
C 4.6837 1.2940 -0.5972
C 3.6099 0.2206 -0.4435
C -0.3215 -0.5039 -0.2725
C -1.0998 0.6466 -0.2419
O -0.4470 1.8519 -0.3785
C -0.8266 2.6338 -1.5064
C -0.0470 3.9369 -1.4523
C -2.4800 0.5646 -0.0376
O -3.2898 1.6745 0.0135
C -3.0545 2.5491 1.1098
C -3.4472 1.9151 2.4389
H -4.3723 -2.7778 -1.5161
H -5.9629 -3.3761 -1.0275
H -5.7999 -1.7655 -1.7438
H -4.6818 -2.6195 0.9812
H -6.1256 -1.6183 0.7159
H -2.7132 -2.8277 0.1477
H 1.5571 -4.0362 -0.1843
H 3.6992 -3.2848 -0.2287
H 4.9767 -1.3196 -1.0650
H 5.6733 -2.0396 1.1431
H 4.3487 -1.1678 1.9121
H 6.6899 0.0345 1.9372
H 6.4097 2.0080 0.5635
H 4.2311 2.2862 -0.5290
H 5.1483 1.2224 -1.5870
H 2.9675 0.2027 -1.3244
H 2.9881 0.4423 0.4242
H 0.7388 -0.4015 -0.4172
H -1.9050 2.8290 -1.5003
H -0.5821 2.0797 -2.4243
H -0.2865 4.5452 -2.3198
H -0.3000 4.4878 -0.5503
H 1.0197 3.7296 -1.4429
H -3.6810 3.4201 0.9007
H -2.0032 2.8595 1.1394
H -4.4724 1.5569 2.3884
H -3.3609 2.6477 3.2369
H -2.7956 1.0722 2.6610
```

Partial atomic charges computed with the Mulliken method, in multiples of e: C -1.098; C -0.530; O -0.440; C 0.659; C -0.318; C -0.876; C 0.026; O -0.725; N -0.284; N 0.048; C -0.953; C 0.619; C -0.840; C -0.458; C -0.360; C -0.777; C -0.786; C -0.500; C 0.380; O -0.512; C -0.091; C -1.237; C 0.729; O -0.548; C -0.081; C -1.273; H 0.348; H 0.376; H 0.320; H 0.383; H 0.381; H 0.622; H 0.299; H 0.402; H 0.307; H 0.403; H 0.348; H 0.370; H 0.370; H 0.380; H 0.332; H 0.408; H 0.297; H 0.777; H 0.251; H 0.350; H 0.403; H 0.301; H 0.239; H 0.417; H 0.137; H 0.261; H 0.452; H 0.294